(1)
C10H32AuBN3P2 | the ωB97M-V functional and the def2-TZVPD basis

Atoms and positions in Å:
Au  0.12057  0.02621  0.17851
H  0.42923  0.03091  -3.07659
H  -1.39877  -0.07822  -1.46769
P  0.22044  -2.29118  -0.23358
P  0.19764  2.36615  -0.14949
C  1.89610  2.96265  0.05585
H  1.85052  4.05822  0.01521
H  2.29304  2.63692  1.02823
H  2.54362  2.57036  -0.73899
C  -0.37324  3.05124  -1.73737
H  -1.47436  3.05760  -1.77279
H  -0.01098  4.09063  -1.76387
H  0.01871  2.48376  -2.59176
C  -0.73648  3.32000  1.08356
H  -0.53854  2.93941  2.09423
H  -0.39401  4.36133  0.99413
H  -1.81512  3.25188  0.87933
C  0.77854  -2.89794  -1.84600
H  0.69288  -3.99260  -1.80293
H  0.17937  -2.49691  -2.66815
H  1.82810  -2.63139  -2.02088
C  1.37856  -3.03231  0.94088
H  1.07721  -2.81538  1.97200
H  1.36469  -4.11579  0.77575
H  2.39145  -2.64705  0.77557
C  -1.30535  -3.23444  0.05561
H  -2.05338  -3.04056  -0.72441
H  -1.01893  -4.29565  0.03537
H  -1.74293  -2.99335  1.02983
H  -2.39028  -0.93718  -2.47269
H  -2.43781  0.73670  -2.45749
H  -0.86738  0.96900  -4.23776
H  -0.77099  -1.06120  -4.21907
B  -0.69958  -0.03338  -3.58316
N  -1.82448  -0.07757  -2.43366
H  2.01641  0.11297  -2.46613
H  1.91266  0.15096  -1.68669
C  -4.64165  0.84896  3.02256
N  -3.33401  0.31938  2.70596
C  -2.59692  -0.54517  3.51618
C  -1.41846  -0.77718  2.86829
N  -1.43932  -0.03806  1.69958
C  -2.59502  0.61189  1.61465
H  -5.31948  0.00345  3.23437
H  -4.56722  1.48574  3.91680
H  -5.02481  1.43063  2.19266
H  -2.94401  -0.90202  4.47573
H  -0.56387  -1.38858  3.13100
H  -2.89525  1.28385  0.79031

Electronic energy ... -38285.26543 eV
Highest occupied orbital energy (spin up / spin down) ... -11.38 / -15.05 eV
Total charge ... +2
⟨S²⟩ ... 3.76
Relative energy (zero: lowest compared OMol25 entry of this formula, charge and spin) ... 0.274 eV
Spin multiplicity ... 4
HOMO-LUMO gap (spin up / spin down) ... 6.0 / 3.8 eV
LUMO (spin up / spin down) ... -5.3 / -11.2 eV

(2)
C10H32F6O11P | the ωB97M-V functional and the def2-TZVPD basis

Atoms and positions in Å:
P  0.62570  -0.57183  -1.27550
F  1.35723  0.81331  -0.76240
F  1.97808  -0.96180  -2.07589
F  1.13454  -1.32982  0.04898
F  -0.05648  -1.91532  -1.83823
F  -0.75776  -0.25670  -0.46087
F  0.12073  0.31360  -2.54175
C  -5.10714  -2.13070  0.64949
C  -3.75025  -1.93522  0.00255
O  -3.56470  -0.56965  -0.31914
O  -6.11600  -1.55610  -0.15359
H  -5.08711  -1.73055  1.66790
H  -5.33923  -3.18984  0.76781
H  -3.58031  -2.55978  -0.88242
H  -2.96498  -2.28121  0.69249
H  -2.64340  -0.36051  -0.11779
H  -6.12602  -0.60502  -0.02128
C  -0.89987  3.72124  -1.59310
C  -2.00189  2.76666  -1.18200
O  -2.67805  2.16107  -2.32830
O  -1.40727  4.93188  -2.12957
H  -0.23376  3.25519  -2.32903
H  -0.34563  3.97175  -0.68727
H  -2.82717  3.26686  -0.67918
H  -1.61043  1.92254  -0.61240
H  -1.93756  1.87324  -2.88406
H  -2.07348  4.73569  -2.79552
C  -1.39238  -0.53949  3.26367
C  -0.17202  -1.28097  3.78453
O  0.98706  -0.91731  3.08174
O  -1.34491  0.85728  3.42022
H  -2.31105  -0.88659  3.74084
H  -1.50594  -0.77480  2.19320
H  -0.35422  -2.36474  3.84395
H  -0.01641  -1.07088  4.84956
H  0.76224  -1.03762  2.14674
H  -0.48056  1.19878  3.14187
C  1.19615  -5.75014  0.45144
C  1.49895  -4.36356  -0.02813
O  2.74283  -4.34934  -0.69289
O  2.26640  -6.28514  1.23741
H  1.11879  -6.41592  -0.42670
H  0.22453  -5.85138  0.93215
H  1.46211  -3.64343  0.80236
H  0.69000  -3.95034  -0.64530
H  3.03896  -3.43955  -0.79203
H  3.06539  -5.93104  0.82038
C  3.54529  3.46675  -1.94772
C  4.79077  4.28067  -1.79342
O  4.49646  5.67785  -1.58818
O  2.96931  3.25024  -0.68860
H  3.83349  2.52135  -2.43677
H  2.85456  3.89025  -2.68311
H  5.38929  4.27490  -2.71361
H  5.46918  3.91163  -1.02036
H  4.75004  5.93340  -0.69942
H  2.10703  2.83263  -0.75596
O  1.14665  1.93528  1.79843
H  1.89952  1.58811  2.28877
H  1.16472  1.45412  0.95500

Electronic energy ... -59012.34747 eV
Highest occupied orbital energy ... -7.56 eV
Total charge ... -1
HOMO-LUMO gap ... 10.3 eV
LUMO ... 2.7 eV

(3)
C10H32Fe2N14O12 | the ωB97M-V functional and the def2-TZVPD basis

Atoms and positions in Å:
Fe  -0.05850  -1.36331  3.88324
Fe  -1.03363  -2.43628  0.84310
O  0.31399  -1.07743  1.79222
C  0.19198  0.00541  0.94680
C  -1.17381  0.31350  0.32823
O  -2.01801  -0.76932  0.05452
H  0.84756  -0.18381  0.07949
H  0.57487  0.95711  1.34939
H  -0.87837  0.84874  -0.59981
H  -1.75566  1.07483  0.86974
C  -0.89724  -3.60834  3.16273
O  -0.22741  -3.53784  4.25621
O  -0.39403  -4.04397  2.05129
O  -1.65777  -2.56373  2.96302
C  -3.30781  -1.16945  -3.53767
O  -3.25965  -1.60895  -4.68470
N  -4.40324  -1.44162  -2.76270
N  -2.20996  -0.58730  -2.94593
H  -4.44369  -1.08693  -1.82304
H  -4.97584  -2.13683  -3.20150
H  -2.11489  -0.67331  -1.93801
H  -1.39720  -0.77219  -3.50640
C  0.60405  -3.14981  -1.87521
O  0.39503  -2.83665  -0.70055
N  1.60148  -2.58842  -2.61046
N  -0.19258  -4.03091  -2.54895
H  2.32406  -2.13677  -2.05912
H  1.74246  -2.91581  -3.54782
H  -0.88310  -4.55096  -2.03997
H  0.14728  -4.37540  -3.42824
C  4.16124  -1.35622  0.09349
O  5.36803  -1.26012  0.07557
N  3.41009  -2.02261  1.02655
N  3.35104  -0.72932  -0.86941
H  2.40798  -1.87058  1.05870
H  3.87740  -2.24766  1.88629
H  3.77491  0.03091  -1.38004
H  2.42767  -0.44174  -0.57816
C  1.97292  1.67233  -3.00654
O  1.98268  2.66346  -2.29541
N  0.94273  0.77053  -2.97818
N  2.91079  1.43440  -3.96881
H  0.38632  0.71034  -2.14179
H  0.81874  -0.01527  -3.59014
H  2.80065  0.66588  -4.60440
H  3.79655  1.90238  -3.96481
C  1.11780  4.11450  1.13805
O  0.38983  3.90419  2.11074
N  1.59770  5.36973  0.88473
N  1.55895  3.14356  0.29062
H  2.07589  5.65058  0.05007
H  1.27629  6.08292  1.51354
H  2.03929  3.39650  -0.55217
H  1.03754  2.28775  0.36147
C  1.33982  1.34911  4.85104
O  0.94518  0.39764  4.15678
N  1.58977  2.54900  4.29909
N  1.64187  1.26062  6.17684
H  1.43352  2.71221  3.30844
H  1.88586  3.29454  4.89936
H  2.15014  2.00543  6.61195
H  1.58062  0.35455  6.60416
C  -5.46786  0.77478  0.08907
O  -6.63329  1.09198  0.26359
N  -4.98568  -0.46340  0.44394
N  -4.53088  1.52929  -0.57152
H  -4.01745  -0.63382  0.20876
H  -5.46867  -1.14356  0.99468
H  -4.80459  2.36309  -1.05076
H  -3.60178  1.14782  -0.61530

Electronic energy ... -125103.22338 eV
Highest occupied orbital energy (spin up / spin down) ... -8.67 / -8.33 eV
Total charge ... 0
⟨S²⟩ ... 20.01
Relative energy (zero: lowest compared OMol25 entry of this formula, charge and spin) ... 0.000 eV
Spin multiplicity ... 9
HOMO-LUMO gap (spin up / spin down) ... 8.3 / 7.5 eV
LUMO (spin up / spin down) ... -0.4 / -0.9 eV

(4)
C10H32N4O7 | the ωB97M-V functional and the def2-TZVPD basis

Atoms and positions in Å:
N  -0.47824  0.48207  -0.00309
H  0.04428  0.75555  0.83608
H  -0.29368  -0.55461  -0.10945
H  -0.17000  1.02117  -0.81562
H  -1.47642  0.66077  0.10842
N  -3.44286  0.39766  1.76547
O  -3.35390  1.07574  0.71713
O  -4.12090  0.80027  2.72933
O  -2.80148  -0.68039  1.86173
C  -1.98041  0.84028  -3.24305
C  -1.82622  2.18157  -2.49883
O  -0.46737  2.43693  -2.15881
O  -1.90851  -0.25780  -2.35208
H  -1.21869  0.66123  -4.00705
H  -2.96578  0.85278  -3.72167
H  -2.50884  2.11542  -1.65151
H  -2.19459  2.98420  -3.14351
H  0.08244  2.53246  -2.93960
H  -2.75471  -0.68614  -2.21237
C  0.17881  4.68332  2.99575
C  0.37756  3.42413  2.14010
C  1.30521  2.44926  2.89049
O  1.09052  1.11901  2.45055
C  1.68831  0.14528  3.28354
N  -0.87617  2.76272  1.79817
H  -0.08109  5.53387  2.36438
H  1.07296  4.97939  3.55705
H  -0.56417  4.60940  3.79371
H  0.90354  3.70896  1.22155
H  0.96996  2.53843  3.93470
H  2.36603  2.70879  2.86909
H  1.36302  -0.85298  3.00867
H  1.55818  0.41050  4.33496
H  2.77650  0.16532  3.12815
H  -1.61920  3.45189  1.87559
H  -1.10323  2.10425  2.54346
C  2.29801  -1.97812  -1.13564
C  0.91634  -2.60950  -1.27040
C  1.05325  -4.10304  -1.61135
O  1.73795  -4.33776  -2.81784
C  1.62595  -5.72117  -3.15132
N  0.06775  -2.26155  -0.12593
H  2.76515  -1.94168  -2.12207
H  2.91448  -2.62433  -0.50062
H  2.43036  -0.96704  -0.74732
H  0.46880  -2.19399  -2.18097
H  0.06781  -4.57857  -1.55716
H  1.70819  -4.49902  -0.81791
H  0.59955  -5.84835  -3.49769
H  1.84871  -6.38592  -2.31121
H  2.36268  -5.99854  -3.90189
H  -0.83187  -2.72244  -0.28801
H  0.39603  -2.78967  0.68591

Electronic energy ... -31176.85632 eV
Highest occupied orbital energy ... -7.69 eV
Total charge ... 0
Relative energy (zero: lowest compared OMol25 entry of this formula, charge and spin) ... 0.000 eV
HOMO-LUMO gap ... 8.0 eV
LUMO ... 0.4 eV

(5)
C10H32O10 | the ωB97M-V functional and the def2-TZVPD basis

Atoms and positions in Å:
O  -4.59178  1.20037  1.33758
C  -3.44907  1.84880  0.78023
C  -3.44698  1.81169  -0.72578
O  -3.21806  0.49299  -1.20999
H  -5.36543  1.68336  1.03092
H  -3.36093  2.87508  1.15478
H  -2.55207  1.32796  1.12246
H  -2.63117  2.44466  -1.07732
H  -4.40042  2.18514  -1.12372
H  -3.75219  -0.13493  -0.69194
O  1.08820  2.48153  -0.31759
C  2.34737  2.70125  -0.92368
C  2.22412  3.10554  -2.36925
O  1.66360  2.08884  -3.17571
H  0.60411  1.79977  -0.81726
H  2.80457  3.53524  -0.37985
H  3.00256  1.82599  -0.80716
H  3.20522  3.42728  -2.74646
H  1.58243  3.98926  -2.41076
H  2.38101  1.57246  -3.55115
O  -3.34975  -1.14455  2.37953
C  -3.89476  -2.38787  1.95467
C  -3.77843  -2.61022  0.47781
O  -4.62434  -1.74027  -0.26843
H  -3.84814  -0.42500  1.96789
H  -3.35802  -3.15862  2.50260
H  -4.95755  -2.42498  2.25261
H  -4.03863  -3.65352  0.26618
H  -2.75105  -2.38797  0.19433
H  -5.47386  -1.67658  0.18061
O  4.50817  -0.76402  0.60408
C  3.66170  -1.04408  -0.51549
C  4.41572  -1.33902  -1.78461
O  5.02421  -0.16097  -2.32182
H  4.98219  0.05337  0.41690
H  3.04439  -1.89702  -0.23297
H  2.97524  -0.20584  -0.68887
H  3.70632  -1.69074  -2.53647
H  5.16299  -2.11861  -1.61773
H  5.85646  -0.01051  -1.86637
C  -0.22182  -0.57071  -0.00573
O  -0.47773  0.33226  -1.06809
H  0.84712  -0.62391  0.17595
H  -0.72388  -0.28175  0.92709
H  -0.59175  -1.57701  -0.24669
H  -1.43584  0.31844  -1.22817
C  2.26552  -1.74760  2.88638
O  3.17526  -0.71106  3.21495
H  1.45673  -1.38612  2.24667
H  2.79470  -2.58073  2.40945
H  1.83567  -2.12446  3.81250
H  3.67807  -0.52258  2.41290

Electronic energy ... -31361.63677 eV
SMILES string ... OCCO.OCCO.OCCO.OCCO.CO.CO
Highest occupied orbital energy ... -9.48 eV
Total charge ... 0
Relative energy (zero: lowest compared OMol25 entry of this formula, charge and spin) ... 0.000 eV
HOMO-LUMO gap ... 9.9 eV
LUMO ... 0.4 eV

(6)
C10H33FO14P4S | the ωB97M-V functional and the def2-TZVPD basis

Atoms and positions in Å:
C  -0.47192  -1.83956  -4.70548
S  -1.82191  -0.61273  -4.63613
O  -1.71510  0.21931  -3.45480
O  -1.71871  0.24671  -5.80343
P  -3.69123  -1.77488  -4.65806
F  -5.04180  -2.75207  -4.68814
H  -0.15596  -2.11314  -3.69189
H  0.35863  -1.42694  -5.28271
H  -0.85124  -2.75776  -5.16940
H  -3.62593  -1.88241  -3.25527
H  -4.39025  -0.70335  -5.24956
H  -3.05562  -2.66519  -5.55466
C  0.55846  -1.30531  0.13831
O  0.53169  -1.04858  1.53477
P  -0.89571  -1.05357  2.41066
O  -1.07719  -2.53581  2.45929
O  -1.77406  -0.39265  1.19453
C  -1.41049  0.85949  0.61450
O  -2.09108  -0.65922  3.53024
C  -1.89580  0.58027  4.24607
H  1.43794  -1.91100  -0.08043
H  -0.33620  -1.82758  -0.20074
H  0.67831  -0.36886  -0.41003
H  -1.24107  0.72192  -0.45433
H  -0.51608  1.28586  1.07288
H  -2.24438  1.55180  0.73682
H  -1.86172  1.42272  3.55283
H  -0.96975  0.54037  4.82402
H  -2.73089  0.71996  4.92763
C  2.73331  -4.32220  0.52267
O  4.06040  -3.84124  0.42102
P  4.85419  -3.63473  -1.02552
O  4.16745  -2.39125  -1.47789
O  4.18137  -4.96219  -1.73039
C  4.24719  -6.25044  -1.11950
O  6.09286  -3.62407  -2.17581
C  7.32027  -4.27322  -1.79824
H  2.23073  -3.77360  1.32019
H  2.18306  -4.19474  -0.40908
H  2.73623  -5.37383  0.81768
H  3.23404  -6.62564  -0.97678
H  4.75959  -6.22616  -0.15632
H  4.76602  -6.93798  -1.78866
H  7.14742  -5.33245  -1.58347
H  7.75519  -3.78846  -0.92248
H  8.01861  -4.19157  -2.62761
C  -0.93740  4.72830  0.71543
O  -0.89020  5.00948  2.10275
P  -2.23610  5.11066  3.08101
O  -2.52675  3.65278  3.19837
O  -3.15630  5.80088  1.90294
C  -2.74219  6.98385  1.21917
O  -3.34236  5.63680  4.24531
C  -3.03311  6.87618  4.90881
H  -0.09248  4.08129  0.47838
H  -1.86684  4.23699  0.42960
H  -0.80529  5.64725  0.14111
H  -2.70147  6.77769  0.15005
H  -1.76506  7.33550  1.55450
H  -3.48360  7.76730  1.37906
H  -2.97618  7.69701  4.18723
H  -2.08748  6.79576  5.44734
H  -3.82605  7.08824  5.62165

Electronic energy ... -90272.52967 eV
SMILES string ... CS(=O)(=O)[PH3]F.COP(=O)(OC)OC.COP(=O)(OC)OC.COP(=O)(OC)OC
Highest occupied orbital energy ... -9.23 eV
Total charge ... 0
HOMO-LUMO gap ... 7.3 eV
LUMO ... -1.9 eV

no.,strongest force on any atom (Eh/bohr)
1,0.043
2,0.037
3,0.112
4,0.036
5,0.021
6,0.152